# 1
{
  "formula": "C7H26O7",
  "method": "wB97M-V/def2-TZVPD",
  "elements": ["O", "C", "C", "O", "H", "H", "H", "H", "H", "H", "C", "O", "H", "H", "H", "H", "C", "O", "H", "H", "H", "H", "C", "O", "H", "H", "H", "H", "C", "O", "H", "H", "H", "H", "C", "O", "H", "H", "H", "H"],
  "positions_angstrom": [[-0.403, -3.460, -6.074], [-1.667, -3.462, -5.361], [-1.792, -4.536, -4.245], [-0.744, -4.475, -3.273], [-0.241, -4.359, -6.371], [-1.826, -2.541, -4.800], [-2.561, -3.531, -5.980], [-1.853, -5.514, -4.722], [-2.703, -4.462, -3.651], [-0.773, -3.658, -2.769], [-0.148, -0.760, 2.385], [0.138, -0.781, 0.989], [0.358, -1.580, 2.895], [0.320, 0.162, 2.730], [-1.203, -0.776, 2.659], [0.073, 0.117, 0.654], [1.504, 5.523, 7.009], [1.125, 4.242, 7.471], [2.430, 5.861, 7.474], [1.545, 5.580, 5.922], [0.806, 6.314, 7.284], [0.242, 3.994, 7.185], [6.537, -4.216, 1.594], [7.478, -3.709, 0.718], [6.820, -3.984, 2.621], [5.583, -3.749, 1.350], [6.308, -5.274, 1.468], [7.258, -3.688, -0.216], [-5.678, 1.114, -0.080], [-6.977, 0.935, -0.677], [-5.727, 0.626, 0.893], [-4.998, 0.504, -0.673], [-5.446, 2.173, 0.038], [-6.820, 0.795, -1.614], [0.408, 5.438, -2.024], [0.809, 4.118, -1.905], [-0.284, 5.672, -1.214], [1.306, 6.054, -1.979], [-0.112, 5.625, -2.963], [0.908, 3.669, -2.748]],
  "mulliken_charge": [-0.47, -0.35, -0.48, -0.50, 0.31, 0.30, 0.26, 0.33, 0.30, 0.30, -0.49, -0.50, 0.22, 0.23, 0.22, 0.31, -0.51, -0.50, 0.23, 0.24, 0.24, 0.29, -0.45, -0.51, 0.21, 0.22, 0.24, 0.30, -0.46, -0.50, 0.20, 0.25, 0.20, 0.31, -0.45, -0.50, 0.19, 0.21, 0.24, 0.31],
  "smiles": "OCCO.CO.CO.CO.CO.CO",
  "relative_energy_kcal_mol": 109.54,
  "homo_lumo_gap_ev": 10.362
}

=====

# 2
{
  "formula": "C24H59CrN8O15SZr",
  "method": "wB97M-V/def2-TZVPD",
  "elements": ["Cr", "Zr", "O", "H", "O", "H", "O", "H", "S", "O", "O", "O", "O", "C", "O", "N", "C", "C", "H", "H", "H", "H", "H", "H", "H", "C", "O", "N", "C", "C", "H", "H", "H", "H", "H", "H", "H", "C", "O", "N", "C", "C", "H", "H", "H", "H", "H", "H", "H", "C", "O", "N", "C", "C", "H", "H", "H", "H", "H", "H", "H", "C", "O", "N", "C", "C", "H", "H", "H", "H", "H", "H", "H", "C", "O", "N", "C", "C", "H", "H", "H", "H", "H", "H", "H", "C", "O", "N", "C", "C", "H", "H", "H", "H", "H", "H", "H", "C", "O", "N", "C", "C", "H", "H", "H", "H", "H", "H", "H"],
  "positions_angstrom": [[-0.565, 0.154, 3.381], [1.812, 2.242, -1.037], [0.652, -0.793, 4.509], [1.281, -1.398, 4.870], [1.158, 1.839, -2.944], [0.867, 2.043, -3.825], [1.681, 3.625, 0.460], [1.616, 4.439, 0.939], [-0.307, 0.052, 0.676], [-1.208, 0.840, 1.565], [0.500, -0.500, 1.804], [-0.960, -0.992, -0.081], [0.467, 0.988, -0.154], [2.856, -1.129, -1.636], [2.458, 0.040, -1.540], [3.827, -1.549, -2.436], [4.008, -2.975, -2.622], [4.514, -0.673, -3.337], [2.326, -1.940, -1.121], [3.076, -3.465, -2.903], [4.306, -3.520, -1.722], [4.794, -3.193, -3.339], [5.595, -0.795, -3.419], [4.189, -0.930, -4.359], [4.269, 0.387, -3.323], [0.715, -4.105, -0.536], [1.926, -4.276, -0.439], [-0.089, -4.914, -1.217], [-1.474, -4.587, -1.490], [0.409, -6.065, -1.957], [0.183, -3.265, -0.062], [-1.667, -4.444, -2.552], [-1.898, -3.738, -0.951], [-2.110, -5.418, -1.168], [-0.448, -6.696, -2.189], [0.862, -5.819, -2.919], [1.133, -6.661, -1.409], [-5.076, 0.077, -3.057], [-6.131, 0.369, -3.569], [-4.216, 0.977, -2.542], [-2.978, 0.601, -1.889], [-4.543, 2.390, -2.521], [-4.708, -0.950, -2.910], [-2.895, -0.448, -1.613], [-2.909, 1.225, -0.996], [-2.110, 0.798, -2.527], [-3.919, 2.915, -3.251], [-5.580, 2.512, -2.823], [-4.383, 2.816, -1.529], [0.744, 3.101, 3.525], [0.411, 1.925, 3.398], [0.060, 4.061, 4.147], [0.697, 5.354, 4.374], [-1.306, 3.932, 4.617], [1.747, 3.474, 3.276], [0.390, 5.800, 5.318], [0.528, 6.035, 3.539], [1.778, 5.284, 4.516], [-1.371, 3.917, 5.705], [-1.916, 4.797, 4.341], [-1.842, 3.094, 4.176], [-2.135, -2.506, 2.588], [-1.785, -1.468, 3.168], [-2.981, -3.374, 3.100], [-3.400, -4.539, 2.349], [-3.426, -3.279, 4.492], [-1.902, -2.750, 1.547], [-4.464, -4.524, 2.106], [-3.221, -5.460, 2.902], [-2.893, -4.607, 1.388], [-3.506, -2.276, 4.895], [-4.383, -3.792, 4.565], [-2.726, -3.851, 5.104], [1.225, -1.075, -4.860], [2.012, -1.191, -5.774], [0.583, -2.088, -4.229], [-0.286, -1.860, -3.109], [0.745, -3.444, -4.690], [0.884, -0.106, -4.459], [-1.271, -2.283, -3.330], [-0.460, -0.788, -3.000], [0.033, -2.242, -2.138], [1.082, -4.082, -3.870], [-0.177, -3.841, -5.125], [1.496, -3.482, -5.477], [3.558, 0.672, 1.661], [2.867, 1.137, 0.750], [4.339, 1.373, 2.484], [5.190, 0.720, 3.468], [4.544, 2.810, 2.324], [3.631, -0.398, 1.882], [4.978, 1.142, 4.452], [6.216, 0.973, 3.193], [5.035, -0.353, 3.524], [3.931, 3.193, 1.515], [4.252, 3.284, 3.262], [5.599, 2.932, 2.074], [-1.360, 3.926, -1.345], [-0.414, 3.127, -1.286], [-2.021, 4.387, -0.300], [-1.719, 3.999, 1.079], [-2.892, 5.549, -0.440], [-1.704, 4.285, -2.319], [-0.858, 3.338, 1.035], [-2.641, 3.537, 1.430], [-1.448, 4.850, 1.706], [-3.771, 5.487, 0.197], [-2.303, 6.448, -0.257], [-3.276, 5.627, -1.459]],
  "mulliken_spin": [2.92, 0.00, 0.18, -0.01, 0.00, 0.00, 0.00, 0.00, -0.03, -0.02, -0.03, -0.01, 0.01, 0.00, 0.00, 0.00, 0.00, 0.00, 0.00, 0.00, 0.00, 0.00, 0.00, 0.00, 0.00, 0.00, 0.00, 0.00, 0.00, 0.00, 0.00, 0.00, 0.00, 0.00, 0.00, 0.00, 0.00, 0.00, 0.00, 0.00, 0.00, 0.00, 0.00, 0.00, 0.00, 0.00, 0.00, 0.00, 0.00, 0.00, -0.04, 0.01, 0.00, 0.00, 0.00, 0.00, 0.00, 0.00, 0.00, 0.00, 0.00, 0.00, -0.01, 0.00, 0.00, 0.00, 0.00, 0.00, 0.00, 0.00, 0.00, 0.00, 0.00, 0.00, 0.00, 0.00, 0.00, 0.00, 0.00, 0.00, 0.00, 0.00, 0.00, 0.00, 0.00, 0.00, 0.00, 0.00, 0.00, 0.00, 0.00, 0.00, 0.00, 0.00, 0.00, 0.00, 0.00, 0.00, 0.00, 0.00, 0.00, 0.00, 0.00, 0.00, 0.00, 0.00, 0.00, 0.00, 0.00],
  "multiplicity": 4,
  "relative_energy_kcal_mol": 0.00,
  "homo_lumo_gap_ev": [6.550, 6.981],
  "charge": 2
}